Formula: C2H6Cl2N2P2S2
Source: the OMol25 dataset
Level of theory: the ωB97M-V functional and the def2-TZVPD basis

```
16
Properties=species:S:1:pos:R:3:forces:R:3:lowdin_charge:R:1
C 2.009425 -0.923823 1.390718 -1.277 1.973 -1.044 -0.2003
C -2.188663 0.374069 -1.528007 -1.892 1.247 1.333 -0.2706
N 0.932836 -1.238606 0.413117 0.307 0.481 -1.480 -0.3443
N -0.991186 -0.326641 -1.300659 1.437 -0.171 2.492 -0.5780
P 0.237739 -0.355594 -2.390717 -2.181 -0.019 -0.921 0.1081
P -0.496520 -0.520639 0.441454 -0.698 1.012 1.100 -0.0868
S -0.378144 0.536300 -4.046154 1.446 0.112 1.143 0.3102
S -0.992701 1.114535 1.547791 0.816 -1.903 -1.599 0.1517
Cl 0.305826 -2.277338 -2.837008 0.982 -1.094 0.067 0.3045
Cl -1.734348 -2.098768 1.030705 -0.019 0.472 -0.523 0.2257
H 2.921589 -0.554659 0.819394 -1.011 -0.527 0.773 0.0805
H 1.530477 -0.005382 1.939960 1.701 -1.829 0.077 0.0444
H 2.255520 -1.865434 1.922772 -0.180 0.920 0.117 0.0725
H -2.155302 1.442020 -1.443411 0.711 0.875 0.996 0.0746
H -2.485958 0.399474 -2.514378 -0.734 -1.231 -2.387 0.0092
H -3.022075 0.072624 -0.870947 0.592 -0.317 -0.145 0.0988
```
Forces are in eV/Å.

Spin multiplicity ... 1
HOMO energy (spin up / spin down) ... -8.768 / -8.759 eV
LUMO level (spin up / spin down) ... -4.3 / -4.3 eV
Kohn-Sham gap (spin up / spin down) ... 4.4505 / 4.4462 eV